Record 1
Molecular formula: C26H35NO3SiV
Method: DFT, the ωB97M-V functional and the def2-TZVPD basis

Last column: Mulliken charge in e.
Geometry (Å):
V (-0.712, -0.185, 0.060)  0.944
Si (-2.042, -0.758, -2.077)  0.554
O (0.885, 0.647, -0.776)  -0.014
O (4.213, 3.402, -2.695)  -0.459
O (0.139, 1.154, 1.688)  -0.203
N (-2.510, 0.118, 1.183)  0.719
C (-3.278, 0.647, -2.465)  -1.305
C (-3.233, -0.931, 1.574)  -0.287
C (2.518, 1.958, -1.775)  -0.594
C (-2.971, 1.343, 1.423)  -0.420
C (0.400, -2.109, 2.329)  0.884
C (3.375, 3.032, -1.700)  1.206
C (3.437, 3.842, -0.547)  -1.141
C (0.947, 2.099, 1.663)  0.656
C (3.720, -0.971, 0.865)  -1.774
C (-0.979, -0.905, -3.649)  -1.090
C (-0.397, -1.907, 3.587)  -1.708
C (1.071, 2.859, 2.966)  -1.529
C (1.670, 1.660, -0.681)  -0.101
C (0.154, -3.996, -0.972)  -1.607
C (2.636, 3.548, 0.518)  -1.012
C (0.672, -3.115, 0.128)  0.873
C (1.735, 2.458, 0.506)  0.163
C (1.640, -1.496, 2.176)  -0.081
C (4.192, 2.641, -3.891)  -0.777
C (1.898, -2.475, 0.009)  -0.351
C (-0.067, -2.922, 1.297)  -1.032
C (-4.942, 0.479, 2.447)  -0.186
C (-4.453, -0.798, 2.212)  -1.068
C (-4.189, 1.568, 2.045)  -0.968
C (-3.169, -2.304, -2.102)  -1.206
C (2.398, -1.666, 1.025)  0.673
H (-0.245, -1.711, -3.567)  0.248
H (4.119, 4.680, -0.527)  0.446
H (-4.525, 2.583, 2.198)  0.432
H (-2.590, -3.227, -2.013)  0.248
H (-1.453, -2.129, 3.432)  0.306
H (-5.001, -1.683, 2.501)  0.442
H (0.294, -3.526, -1.946)  0.248
H (0.090, 3.276, 3.202)  0.313
H (1.303, 2.134, 3.748)  0.288
H (2.705, 4.182, 1.390)  0.244
H (-1.588, -1.096, -4.539)  0.352
H (-2.829, -1.910, 1.344)  0.517
H (-0.317, -0.875, 3.932)  0.258
H (-2.348, 2.162, 1.085)  0.528
H (3.915, -0.742, -0.182)  0.319
H (-4.053, 0.713, -1.694)  0.303
H (-1.024, -3.427, 1.397)  0.373
H (4.916, 3.108, -4.553)  0.231
H (-2.791, 1.624, -2.516)  0.287
H (2.003, -0.840, 2.960)  0.445
H (4.483, 1.605, -3.700)  0.318
H (2.466, -2.584, -0.909)  0.341
H (1.805, 3.654, 2.995)  0.421
H (-0.910, -4.194, -0.850)  0.272
H (-0.043, -2.557, 4.389)  0.436
H (-3.889, -2.293, -1.278)  0.280
H (3.741, -0.032, 1.419)  0.322
H (-0.418, 0.018, -3.815)  0.227
H (-3.785, 0.481, -3.422)  0.375
H (2.437, 1.322, -2.643)  0.381
H (3.202, 2.663, -4.352)  0.329
H (-5.900, 0.619, 2.931)  0.396
H (0.676, -4.956, -0.986)  0.453
H (4.541, -1.592, 1.231)  0.427
H (-3.746, -2.370, -3.031)  0.434

Calculated values
2S+1: 4
LUMO (spin up / spin down): 0.32 / 0.21 eV
Relative energy (zero: lowest compared OMol25 entry of this formula, charge and spin): 0.037 eV
E_HOMO (spin up / spin down): -6.69 / -6.44 eV
Charge: 0
<S²>: 3.76
HOMO-LUMO gap (spin up / spin down): 7.010 / 6.646 eV


Record 2
Molecular formula: C26H35NO4S
Method: DFT, the ωB97M-V functional and the def2-TZVPD basis

Last column: Mulliken charge in e.
Geometry (Å):
S (-1.260, -2.444, 1.470)  -0.117
O (2.085, -0.702, -2.052)  -0.729
O (-0.125, 2.555, 0.694)  -0.652
O (-1.756, 2.226, -0.821)  -0.275
O (-3.965, 3.412, 1.629)  -0.603
N (1.419, 0.660, -0.404)  0.089
C (-4.304, 0.974, -1.009)  -0.440
C (6.084, -0.909, -0.631)  0.426
C (5.647, 0.949, 1.583)  -1.401
C (-6.522, -2.074, -0.640)  -1.159
C (0.056, 0.731, -0.863)  -0.363
C (-0.597, 1.944, -0.228)  0.442
C (-5.792, -0.285, 0.965)  -0.475
C (-5.743, -0.837, -0.312)  1.048
C (-2.546, 3.276, -0.270)  -1.006
C (-2.985, -2.507, 0.917)  -0.660
C (3.750, -0.023, -0.428)  2.571
C (-0.735, -0.544, -0.496)  -0.926
C (-4.347, 1.519, 0.275)  0.342
C (4.681, -0.937, -1.229)  -1.559
C (-3.664, 2.771, 0.649)  0.604
C (4.301, 1.409, -0.469)  -1.177
C (-7.936, -1.702, -1.093)  -1.233
C (6.031, -1.395, 0.816)  -1.487
C (3.701, -0.511, 1.026)  -1.155
C (2.357, -0.068, -1.054)  -1.632
C (6.627, 0.519, -0.671)  -1.465
C (-0.830, -0.736, 1.010)  -0.288
C (5.109, -0.481, 1.621)  0.332
C (-5.108, 0.877, 1.256)  -0.804
C (5.706, 1.432, 0.134)  0.364
C (-4.996, -0.188, -1.290)  -0.478
H (3.653, 2.088, 0.091)  0.450
H (-3.746, 1.461, -1.792)  0.438
H (1.641, 1.233, 0.397)  0.444
H (-6.023, -2.629, -1.437)  0.407
H (-4.959, -0.601, -2.288)  0.397
H (6.645, 0.982, 2.025)  0.524
H (5.066, -0.827, 2.660)  0.283
H (5.658, -2.421, 0.850)  0.498
H (-6.584, -2.718, 0.240)  0.400
H (-8.456, -1.159, -0.307)  0.339
H (4.334, 1.757, -1.504)  0.452
H (-1.565, -0.068, 1.463)  0.201
H (4.284, -1.954, -1.219)  0.464
H (-0.202, -1.388, -0.939)  0.580
H (-5.143, 1.310, 2.244)  0.436
H (6.091, 2.458, 0.107)  0.279
H (3.303, -1.529, 1.056)  0.456
H (7.636, 0.547, -0.253)  0.514
H (-8.504, -2.598, -1.331)  0.391
H (7.033, -1.388, 1.251)  0.516
H (-3.541, -1.696, 1.379)  0.066
H (0.046, 0.829, -1.955)  0.540
H (-1.730, -0.482, -0.940)  0.297
H (-2.996, 3.812, -1.111)  0.421
H (-3.380, -3.463, 1.243)  0.400
H (5.000, 1.607, 2.170)  0.480
H (-3.034, -2.437, -0.165)  0.294
H (6.739, -1.566, -1.214)  0.269
H (3.044, 0.123, 1.626)  0.412
H (-6.372, -0.774, 1.734)  0.396
H (0.140, -0.569, 1.478)  0.138
H (4.703, -0.607, -2.269)  0.428
H (6.684, 0.866, -1.706)  0.489
H (-7.897, -1.071, -1.978)  0.333
H (-1.912, 3.959, 0.305)  0.436

Calculated values
SMILES: CCc1ccc(C(=O)COC(=O)[C@H](CCSC)NC(=O)[C@]23C[C@H]4C[C@H](C[C@H](C4)C2)C3)cc1
LUMO: -0.07 eV
Relative energy (zero: lowest compared OMol25 entry of this formula, charge and spin): 0.037 eV
E_HOMO: -8.49 eV
Charge: 0
HOMO-LUMO gap: 8.411 eV


Record 3
Molecular formula: C26H35NO7
Method: DFT, the ωB97M-V functional and the def2-TZVPD basis

Last column: Mulliken charge in e.
Geometry (Å):
O (2.938, 6.444, 9.736)  -0.569
O (-1.132, 4.766, 2.779)  -0.511
O (1.212, 3.009, -1.778)  -0.555
O (2.850, 3.638, 4.914)  -0.587
O (-2.784, -2.758, -6.794)  -0.513
O (1.131, -0.466, 2.966)  -0.581
O (-3.428, -7.156, -7.409)  -0.578
N (0.323, -3.032, 1.299)  -0.501
C (0.645, 2.862, 0.820)  -0.454
C (0.632, 1.934, 2.012)  0.342
C (0.644, 6.892, 10.226)  -1.098
C (-3.160, -3.408, -7.767)  0.737
C (0.824, 2.265, -0.716)  0.245
C (3.630, 3.950, 5.812)  0.712
C (1.955, 7.155, 9.533)  0.868
C (-0.018, -2.632, -1.373)  -0.575
C (0.803, 0.279, 1.880)  0.393
C (-2.580, -8.857, -5.963)  -1.114
C (0.286, -2.037, 0.160)  0.102
C (-4.409, -4.247, -7.711)  -0.854
C (-2.577, -8.022, -7.216)  0.798
C (4.154, 2.925, 6.783)  -1.044
C (-0.395, -1.967, -4.203)  -0.660
C (-0.058, -1.541, -2.621)  0.519
C (-0.947, 3.645, 3.507)  0.088
C (-1.492, -8.290, -8.225)  -1.054
C (2.016, 8.321, 8.583)  -1.105
C (0.532, 0.641, -0.889)  0.253
C (0.533, -0.424, 0.387)  0.177
C (4.099, 5.370, 5.982)  -0.862
C (0.232, 0.092, -2.404)  -0.584
C (-2.390, -3.397, -9.060)  -0.985
C (0.391, 2.697, 3.480)  -0.291
C (-1.768, -1.538, -4.682)  -0.305
H (-1.814, 3.369, 4.258)  0.286
H (0.748, 6.021, 10.881)  0.298
H (-0.132, 6.683, 9.485)  0.317
H (3.799, 5.745, 6.964)  0.130
H (-4.860, -4.159, -6.717)  0.250
H (3.857, 3.191, 7.800)  0.298
H (-0.210, -3.763, -1.610)  0.239
H (-1.563, -9.320, -8.582)  0.340
H (-5.128, -3.893, -8.454)  0.341
H (-0.386, -3.788, 1.068)  0.327
H (5.243, 2.865, 6.708)  0.333
H (-1.614, -7.614, -9.078)  0.250
H (3.640, 5.998, 5.212)  0.279
H (3.731, 1.945, 6.539)  0.279
H (0.204, 1.819, 4.258)  0.306
H (-1.913, -0.363, -4.796)  0.239
H (-2.699, -9.912, -6.220)  0.337
H (0.534, 4.038, 0.902)  0.294
H (3.023, 8.389, 8.157)  0.272
H (1.301, 8.175, 7.770)  0.314
H (-2.654, -2.281, -4.877)  0.214
H (1.799, 9.248, 9.119)  0.384
H (0.206, 0.875, -3.276)  0.304
H (-1.649, -8.702, -5.411)  0.332
H (1.333, 3.324, 3.778)  0.243
H (1.238, -3.550, 1.349)  0.280
H (-1.513, -2.749, -8.955)  0.293
H (-0.513, -8.110, -7.774)  0.326
H (0.399, -2.508, -4.871)  0.328
H (5.185, 5.418, 5.872)  0.335
H (-3.419, -8.553, -5.328)  0.288
H (-2.052, -4.408, -9.301)  0.208
H (-4.160, -5.296, -7.891)  0.226
H (-3.019, -3.005, -9.864)  0.323
H (0.367, 7.756, 10.835)  0.331

Calculated values
SMILES: C=Cc1cc(N)c2c(c1)C(=O)C=C(CC=O)C2=O.CC(C)=O.CC(C)=O.CC(C)=O.CC(C)=O
LUMO: -1.27 eV
Relative energy (zero: lowest compared OMol25 entry of this formula, charge and spin): 21.246 eV
E_HOMO: -7.31 eV
Charge: 0
HOMO-LUMO gap: 6.036 eV


Record 4
Molecular formula: C26H35O2Tc
Method: DFT, the ωB97M-V functional and the def2-TZVPD basis

Last column: Mulliken charge in e.
Geometry (Å):
Tc (-0.010, -0.296, -1.546)  0.060
O (-0.186, -0.381, -4.628)  0.476
O (2.666, 2.815, -4.526)  -0.548
C (-2.029, -0.644, -1.634)  -1.036
C (-2.005, 0.841, 0.152)  -0.625
C (1.495, -1.716, -6.050)  -1.698
C (0.801, 4.157, -3.657)  -0.732
C (0.612, 2.512, 3.193)  -0.947
C (0.120, -2.478, -1.449)  -1.134
C (0.656, -2.121, -2.714)  1.166
C (1.788, -1.264, -2.507)  -0.966
C (0.254, 2.183, 1.891)  -0.204
C (-1.667, -0.514, -0.222)  -0.029
C (0.058, -1.261, -5.814)  0.910
C (0.423, 2.683, -3.451)  1.619
C (2.473, 1.336, 1.463)  -0.197
C (-2.200, 0.722, -2.148)  -0.055
C (0.873, 1.442, -0.462)  -1.265
C (1.179, 1.610, 0.996)  0.378
C (-0.987, -2.375, -5.682)  -1.187
C (1.716, 1.934, -3.875)  1.328
C (-2.214, 1.597, -1.016)  -1.178
C (2.843, 1.660, 2.768)  -0.786
C (0.900, -1.831, -0.422)  -0.652
C (-0.878, 0.517, -5.617)  -0.922
C (1.918, 2.259, 3.645)  -0.417
C (-0.300, -0.157, -6.813)  -0.909
C (1.957, -1.127, -1.089)  -0.133
C (2.141, 4.157, -4.393)  -0.669
H (0.902, 4.600, -2.667)  0.305
H (-1.475, -1.327, 0.491)  0.713
H (-2.387, 2.667, -1.073)  0.413
H (2.214, -0.880, -5.987)  0.318
H (-1.115, -2.964, -6.603)  0.359
H (0.141, 2.423, -2.423)  -1.327
H (-0.449, 2.342, -4.044)  -0.133
H (0.338, -2.495, -3.673)  -0.123
H (-0.754, 2.388, 1.546)  0.486
H (-0.936, -0.363, -7.661)  0.381
H (3.866, 1.481, 3.083)  0.403
H (2.716, -0.555, -0.606)  0.465
H (-2.281, -1.576, -2.138)  0.649
H (0.132, 2.236, -0.638)  0.860
H (-0.113, 3.000, 3.847)  0.392
H (-2.471, 1.018, -3.162)  0.536
H (-2.169, 1.139, 1.185)  0.910
H (0.585, 0.375, -7.156)  0.332
H (2.025, 4.481, -5.427)  0.296
H (3.181, 0.914, 0.754)  0.204
H (-0.706, -3.178, -1.297)  0.570
H (-1.957, -1.930, -5.401)  0.343
H (1.539, -2.117, -7.079)  0.438
H (-0.524, 1.550, -5.609)  0.552
H (2.393, -0.833, -3.303)  0.533
H (-0.663, -3.048, -4.876)  0.455
H (0.717, -1.857, 0.654)  0.458
H (-0.009, 4.662, -4.184)  0.343
H (1.788, 1.734, -1.015)  0.790
H (1.803, -2.499, -5.353)  0.313
H (2.926, 4.758, -3.891)  0.323
H (-1.966, 0.468, -5.551)  0.447
H (1.351, 1.102, -4.505)  -0.930
H (2.248, 1.481, -3.011)  -0.107
H (2.236, 2.581, 4.639)  0.386

Calculated values
2S+1: 4
LUMO (spin up / spin down): -3.46 / -5.02 eV
Relative energy (zero: lowest compared OMol25 entry of this formula, charge and spin): 0.356 eV
E_HOMO (spin up / spin down): -10.69 / -11.02 eV
Charge: +1
<S²>: 3.78
HOMO-LUMO gap (spin up / spin down): 7.237 / 5.996 eV